Formula: C21H16N6O2Pt
Source: OMol25
Level of theory: ωB97M-V with the def2-TZVPD basis set

- frontier orbital gap (eV) = 6.330
- HOMO level (eV) = -6.9
- ΔE to the lowest compared entry with this formula, charge and spin (kcal/mol) = 23.4
- LUMO (eV) = -0.56
- E (eV) = -38318.293

Structure (XYZ):
```
46
Properties=species:S:1:pos:R:3:forces:R:3
Pt 0.00396 -0.01910 0.00953 -1.996 5.951 -0.089
O 2.56266 3.46960 -0.05117 -0.131 -0.250 0.011
C 2.05496 2.34860 -0.00397 0.459 -0.164 -0.025
N 0.75246 2.03220 -0.00267 -0.250 -2.716 0.127
C -0.23254 3.00970 0.00303 -1.449 0.503 -0.011
C 0.02556 4.38400 0.01183 0.377 -0.038 0.014
C -0.99664 5.30840 0.02513 -0.512 0.027 -0.001
C -2.31394 4.88130 0.02603 0.404 0.332 0.019
C -2.59954 3.53290 0.01983 -0.289 -0.248 0.004
C -1.58454 2.57140 0.00643 0.892 1.255 -0.003
N -1.80744 1.20170 -0.00167 1.816 -2.031 -0.060
C -3.04624 0.69310 -0.04907 -0.291 -0.402 -0.035
O -4.11664 1.30230 -0.07517 0.281 -0.126 0.020
C -3.14704 -0.80880 -0.06727 -0.433 -0.165 -0.049
C -4.42854 -1.36170 0.01153 0.082 0.092 0.056
C -4.57404 -2.73260 0.02423 0.220 0.006 -0.043
C -3.43234 -3.51340 -0.07427 -0.062 0.087 0.006
C -2.21124 -2.87550 -0.18757 -0.146 -0.408 -0.021
N -2.05684 -1.55810 -0.17677 0.044 -0.062 0.120
C 3.01936 1.19370 0.05033 0.445 0.135 0.029
C 4.38146 1.49350 -0.04727 -0.132 0.012 -0.063
C 5.30076 0.46580 -0.04447 -0.159 -0.081 0.041
C 4.83356 -0.83150 0.09553 -0.034 0.080 -0.004
C 3.47156 -1.02560 0.23483 0.397 -0.232 -0.020
N 2.57586 -0.04760 0.20083 0.004 -0.111 -0.067
H 1.04376 4.72940 0.00723 -0.115 -0.046 0.006
H -0.75574 6.36170 0.03713 0.018 0.069 -0.015
H -3.12584 5.59410 0.03283 -0.065 0.042 0.011
H -3.62674 3.21550 0.02703 0.116 0.027 -0.011
H -5.27584 -0.69540 0.07253 0.067 0.068 0.007
H -5.54724 -3.19050 0.10133 -0.141 -0.017 0.025
H -3.48534 -4.59170 -0.05747 0.036 -0.061 -0.055
H -1.32614 -3.48130 -0.29647 0.225 -0.008 0.046
H 4.67846 2.52730 -0.13847 -0.094 0.020 -0.019
H 6.35666 0.66180 -0.14287 0.122 0.066 -0.017
H 5.50646 -1.67580 0.09443 0.018 -0.067 0.067
H 3.11096 -2.02920 0.39263 -0.183 -0.136 -0.023
N 1.35736 -4.03060 -0.69137 -0.005 0.178 -0.226
C 1.30856 -4.08840 0.67253 -0.085 0.067 0.472
C 0.87816 -2.86130 1.08673 0.174 -0.528 0.163
N 0.67486 -2.07000 -0.00147 0.367 -1.014 -0.306
C 0.96986 -2.78850 -1.05687 -0.005 -0.115 -0.132
H 1.62716 -4.77840 -1.30957 -0.012 0.096 0.015
H 1.58046 -4.96520 1.22303 0.032 -0.167 0.072
H 0.71686 -2.50080 2.08373 -0.032 0.032 0.134
H 0.89886 -2.45680 -2.07427 0.020 0.047 -0.167
```
Forces are in eV/Å.